No. 1
{
  "formula": "C17H35N4O7",
  "method": "wB97M-V/def2-TZVPD",
  "gap_ev": [8.862, 9.193],
  "total_charge": 0,
  "lumo_ev": [-0.146, -0.259],
  "multiplicity": 2,
  "e_homo_ha": [-0.3310, -0.3474],
  "e_tot_ha": -1414.06899,
  "symbols": ["C", "C", "N", "C", "C", "C", "O", "C", "C", "C", "C", "N", "O", "C", "C", "C", "C", "C", "C", "O", "H", "H", "H", "H", "H", "H", "H", "H", "H", "H", "H", "H", "H", "H", "H", "H", "H", "H", "H", "H", "H", "H", "H", "H", "H", "H", "H", "H", "H", "C", "N", "O", "O", "H", "H", "H", "C", "N", "O", "O", "H", "H", "H"],
  "positions_angstrom": [[-0.657, -4.657, -1.789], [0.781, -3.961, -2.106], [0.556, -2.573, -2.622], [1.629, -1.616, -2.231], [1.770, -1.364, -0.654], [0.392, -1.137, 0.119], [-0.256, -2.412, 0.421], [0.789, -0.492, 1.565], [0.635, 1.100, 1.626], [1.736, 1.877, 0.718], [1.007, 1.527, 3.155], [-0.759, 1.595, 1.389], [-1.479, 1.653, 2.489], [-1.517, 0.749, 0.412], [-2.425, 1.780, -0.451], [-2.557, -0.272, 1.091], [-0.608, -0.108, -0.588], [0.560, -2.731, -4.101], [1.485, -1.842, -5.074], [-0.143, -3.603, -4.683], [-0.884, -5.287, -2.725], [-1.440, -3.822, -1.802], [-0.653, -5.264, -0.832], [1.374, -4.558, -2.891], [1.378, -4.025, -1.142], [1.332, -0.599, -2.683], [2.673, -1.895, -2.622], [2.475, -0.462, -0.541], [2.350, -2.253, -0.212], [0.413, -3.041, 0.773], [1.911, -0.709, 1.709], [0.259, -0.993, 2.439], [2.013, 2.874, 1.223], [2.725, 1.292, 0.663], [1.320, 2.094, -0.330], [0.752, 2.620, 3.336], [2.150, 1.450, 3.224], [0.563, 0.806, 3.911], [-3.171, 1.245, -1.125], [-1.775, 2.537, -1.010], [-3.018, 2.388, 0.323], [-3.451, 0.259, 1.572], [-3.002, -0.911, 0.247], [-2.079, -1.002, 1.824], [-1.337, -0.740, -1.216], [-0.019, 0.621, -1.247], [1.416, -0.729, -4.789], [1.035, -1.902, -6.130], [2.553, -2.224, -5.125], [0.229, 5.602, -2.639], [-0.222, 4.262, -3.097], [-0.992, 4.221, -4.038], [0.216, 3.297, -2.492], [-0.237, 6.360, -3.264], [-0.079, 5.714, -1.601], [1.313, 5.634, -2.737], [-1.627, 0.382, 6.083], [-0.856, 0.688, 7.316], [-0.301, -0.242, 7.875], [-0.837, 1.850, 7.679], [-1.558, -0.684, 5.880], [-2.661, 0.674, 6.261], [-1.189, 0.958, 5.268]],
  "lowdin_spin": [0.0000, 0.0000, 0.0001, 0.0000, 0.0003, 0.0003, 0.0003, 0.0163, 0.0279, 0.0028, -0.0019, 0.3373, 0.5658, 0.0242, 0.0072, 0.0083, 0.0038, 0.0000, 0.0000, 0.0000, 0.0000, 0.0000, 0.0000, 0.0000, 0.0000, 0.0000, 0.0000, 0.0000, 0.0001, 0.0000, 0.0020, 0.0009, 0.0002, -0.0002, 0.0005, -0.0004, -0.0003, 0.0007, 0.0001, 0.0008, -0.0004, 0.0002, -0.0002, 0.0021, 0.0004, 0.0002, 0.0000, 0.0000, 0.0000, 0.0000, 0.0000, 0.0001, 0.0002, 0.0000, 0.0000, 0.0000, 0.0002, 0.0000, 0.0000, 0.0000, 0.0000, 0.0000, 0.0000]
}

No. 2
{
  "formula": "C17H36BClN2O5",
  "method": "wB97M-V/def2-TZVPD",
  "gap_ev": 5.885,
  "total_charge": 0,
  "lumo_ev": -0.278,
  "e_homo_ha": -0.2265,
  "e_tot_ha": -1640.02817,
  "symbols": ["C", "C", "C", "O", "C", "C", "C", "B", "N", "O", "N", "C", "C", "C", "C", "C", "C", "O", "C", "C", "C", "O", "Cl", "H", "H", "H", "H", "H", "H", "H", "H", "H", "H", "H", "H", "H", "H", "H", "H", "H", "H", "H", "H", "H", "H", "H", "H", "H", "H", "H", "H", "H", "H", "H", "C", "C", "O", "H", "H", "H", "H", "H"],
  "positions_angstrom": [[-1.730, -3.410, 1.452], [-3.153, -3.100, 0.909], [-3.243, -3.077, -0.631], [-2.853, -1.829, -1.199], [-1.511, -1.811, -1.696], [-0.704, -0.795, -0.860], [-0.742, 0.658, -1.390], [-0.311, 0.945, -2.926], [0.403, 0.073, -3.864], [-0.642, 2.226, -3.398], [0.056, 1.592, -0.523], [1.447, 1.156, -0.319], [1.443, -0.222, 0.385], [2.829, -0.618, 0.911], [3.239, 0.162, 2.199], [2.334, -0.169, 3.413], [1.351, 0.994, 3.720], [0.384, 0.605, 4.695], [0.731, -1.308, -0.452], [1.557, -1.880, -1.616], [2.259, -3.199, -1.268], [2.440, -3.605, -0.207], [2.777, -4.159, -2.706], [-1.193, -4.060, 0.751], [-1.766, -3.911, 2.427], [-1.213, -2.454, 1.616], [-3.552, -2.175, 1.344], [-3.812, -3.900, 1.281], [-2.757, -3.952, -1.084], [-4.317, -3.181, -0.850], [-1.018, -2.790, -1.612], [-1.596, -1.564, -2.764], [-1.228, -0.758, 0.111], [-1.784, 1.006, -1.295], [-0.037, -0.827, -4.018], [1.396, -0.015, -3.682], [0.135, 2.787, -3.225], [-0.459, 1.690, 0.360], [0.049, 2.543, -0.952], [2.071, 1.192, -1.220], [1.880, 1.845, 0.419], [0.808, -0.064, 1.275], [2.798, -1.674, 1.205], [3.633, -0.457, 0.177], [3.295, 1.245, 2.024], [4.235, -0.226, 2.450], [2.891, -0.347, 4.338], [1.698, -1.047, 3.217], [0.795, 1.312, 2.823], [1.931, 1.860, 4.064], [-0.408, 0.338, 4.215], [0.532, -2.145, 0.233], [2.368, -1.199, -1.925], [0.988, -2.088, -2.525], [-1.787, 6.044, -0.964], [-1.887, 4.875, 0.036], [-0.649, 4.374, 0.279], [-1.367, 5.717, -1.919], [-2.784, 6.461, -1.168], [-1.168, 6.852, -0.570], [-2.640, 4.180, -0.408], [-2.441, 5.286, 0.908]],
  "nbo_charge": [-0.6165, -0.4302, -0.0657, -0.5415, -0.0658, -0.2297, -0.4177, 1.1586, -1.1683, -0.9088, -0.5207, -0.2574, -0.1574, -0.4149, -0.4083, -0.4329, -0.0495, -0.7158, -0.2441, -0.5448, 0.6023, -0.4883, -0.1040, 0.2018, 0.2234, 0.1896, 0.2153, 0.2099, 0.1704, 0.1936, 0.1834, 0.1798, 0.2262, 0.2681, 0.3911, 0.3978, 0.5056, 0.4577, 0.4918, 0.2093, 0.2489, 0.1992, 0.2331, 0.2047, 0.2010, 0.2218, 0.2232, 0.1933, 0.1418, 0.1827, 0.4656, 0.2446, 0.2403, 0.2479, -0.6229, -0.0242, -1.0042, 0.1762, 0.1745, 0.1919, 0.0705, 0.0966]
}

No. 3
{
  "formula": "C17H36ClI2N3",
  "method": "wB97M-V/def2-TZVPD",
  "gap_ev": 2.334,
  "total_charge": 0,
  "relative_energy_kj_mol": 650.5,
  "lumo_ev": -2.320,
  "e_homo_ha": -0.1710,
  "e_tot_ha": -1888.64280,
  "symbols": ["C", "C", "C", "C", "C", "C", "C", "C", "C", "C", "C", "C", "C", "N", "C", "N", "I", "N", "C", "Cl", "C", "C", "H", "H", "H", "H", "H", "H", "H", "H", "H", "H", "H", "H", "H", "H", "H", "H", "H", "H", "H", "H", "H", "H", "H", "H", "H", "H", "H", "H", "H", "H", "H", "H", "H", "H", "H", "H", "I"],
  "positions_angstrom": [[-3.111, 0.036, -0.278], [-3.663, -1.179, -1.268], [-2.521, -1.742, -2.301], [-1.954, -3.248, -1.883], [-1.098, -3.071, -0.479], [0.333, -3.874, -0.454], [0.895, -3.975, 1.106], [1.207, -2.487, 1.756], [-0.102, -1.945, 2.638], [0.364, -0.681, 3.601], [-0.221, 0.774, 3.105], [0.932, 1.956, 3.096], [0.886, 2.603, 1.554], [1.469, 1.627, 0.510], [1.204, 1.801, -0.854], [1.804, 0.801, -1.817], [3.879, 0.784, -1.745], [0.320, 2.979, -1.206], [0.492, 3.442, -2.635], [-0.367, 2.261, -3.830], [2.029, 3.807, -3.073], [2.933, 4.528, -1.912], [-1.922, 0.046, -0.317], [-3.511, -0.192, 0.802], [-3.555, 1.055, -0.657], [-4.095, -2.054, -0.608], [-4.535, -0.709, -1.904], [-1.651, -0.940, -2.316], [-2.970, -1.772, -3.399], [-2.887, -3.918, -1.657], [-1.308, -3.716, -2.747], [-0.897, -1.906, -0.356], [-1.764, -3.369, 0.461], [0.184, -4.985, -0.833], [1.122, -3.379, -1.189], [0.108, -4.496, 1.836], [1.905, -4.609, 1.095], [1.518, -1.730, 0.900], [2.094, -2.551, 2.535], [-0.634, -2.804, 3.229], [-0.887, -1.518, 1.852], [0.002, -0.901, 4.703], [1.552, -0.630, 3.575], [-0.786, 0.682, 2.058], [-1.045, 1.098, 3.889], [0.562, 2.828, 3.812], [2.003, 1.591, 3.393], [1.461, 3.630, 1.495], [-0.271, 2.818, 1.361], [2.084, 0.858, 0.861], [1.536, -0.185, -1.528], [-0.669, 2.601, -1.099], [-0.128, 4.458, -2.729], [1.940, 4.600, -3.962], [2.504, 2.849, -3.553], [3.018, 5.693, -2.055], [4.043, 4.110, -2.050], [2.635, 4.216, -0.802], [-2.466, -1.968, 2.269]],
  "nbo_charge": [-0.6552, -0.4309, -0.4056, -0.4149, -0.4554, -0.4133, -0.4129, -0.4240, -0.4747, -0.4258, -0.4428, -0.4246, -0.2382, -0.5558, 0.6324, -0.8355, 0.2583, -0.6627, -0.0086, -0.0915, -0.4594, -0.6534, 0.1739, 0.2562, 0.1946, 0.2249, 0.2069, 0.1859, 0.2072, 0.2131, 0.2069, 0.1790, 0.2502, 0.2102, 0.1899, 0.2180, 0.2090, 0.1661, 0.2004, 0.2481, 0.1975, 0.2263, 0.1899, 0.2189, 0.2327, 0.2341, 0.2185, 0.2241, 0.2300, 0.4451, 0.4182, 0.4247, 0.2373, 0.2397, 0.2423, 0.2341, 0.2325, 0.2198, -0.4116]
}